# 1
{"formula": "C18H16F2O3", "method": "ωB97M-V with the def2-TZVPD basis set", "homo_ha": -0.2950, "total_charge": 0, "spin_multiplicity": 1, "mol_weight_g_mol": 318.32, "energy_ev": -30503.2558, "smiles": "Oc1ccc([C@@H]2Oc3ccc(O)cc3[C@@H]3CC(F)(F)C[C@@H]32)cc1", "species": ["O", "C", "C", "C", "C", "C", "O", "C", "C", "C", "C", "O", "C", "C", "C", "C", "C", "F", "F", "C", "C", "C", "C", "H", "H", "H", "H", "H", "H", "H", "H", "H", "H", "H", "H", "H", "H", "H", "H"], "xyz": [[4.85, 2.68, -2.88], [3.93, 1.92, -2.26], [2.60, 2.37, -2.19], [1.62, 1.57, -1.55], [1.92, 0.29, -1.01], [0.86, -0.58, -0.41], [-0.27, -0.57, -1.30], [-1.48, -1.02, -0.81], [-2.45, -1.16, -1.77], [-3.73, -1.57, -1.39], [-3.98, -1.87, -0.06], [-5.27, -2.23, 0.27], [-2.97, -1.72, 0.91], [-1.69, -1.27, 0.55], [-0.56, -1.06, 1.59], [-1.02, -0.33, 2.88], [-0.72, 1.15, 2.69], [0.10, 1.68, 3.63], [-1.85, 1.87, 2.55], [-0.02, 1.21, 1.37], [0.51, -0.16, 1.03], [3.29, -0.12, -1.01], [4.25, 0.68, -1.64], [5.72, 2.24, -2.85], [2.37, 3.31, -2.62], [0.60, 1.96, -1.49], [1.22, -1.61, -0.40], [-2.24, -0.91, -2.79], [-4.55, -1.65, -2.11], [-5.34, -2.25, 1.22], [-3.21, -1.99, 1.92], [-0.14, -2.05, 1.81], [-0.46, -0.68, 3.75], [-2.13, -0.46, 3.09], [0.79, 1.91, 1.37], [-0.73, 1.56, 0.61], [1.40, -0.35, 1.60], [3.50, -1.12, -0.59], [5.26, 0.32, -1.71]]}


# 2
{"formula": "C18H16FNO2", "method": "ωB97M-V with the def2-TZVPD basis set", "homo_ha": -0.2958, "total_charge": 0, "e_above_lowest_ev": 0.158, "spin_multiplicity": 1, "mol_weight_g_mol": 297.33, "energy_ev": -27228.1218, "smiles": "Cc1c(C=O)c2ccccc2n1CCOc1ccccc1F", "species": ["C", "C", "C", "C", "O", "C", "C", "C", "C", "C", "C", "N", "C", "C", "O", "C", "C", "C", "C", "C", "C", "F", "H", "H", "H", "H", "H", "H", "H", "H", "H", "H", "H", "H", "H", "H", "H", "H"], "xyz": [[2.77, 2.22, 0.08], [2.07, 0.93, 0.29], [2.50, -0.33, -0.11], [3.72, -0.65, -0.79], [4.58, 0.13, -1.14], [1.50, -1.26, 0.32], [1.34, -2.64, 0.20], [0.22, -3.23, 0.75], [-0.73, -2.47, 1.43], [-0.60, -1.11, 1.56], [0.51, -0.50, 0.99], [0.89, 0.83, 0.95], [0.06, 1.92, 1.38], [-0.51, 2.71, 0.18], [-0.71, 1.89, -0.96], [-1.56, 0.83, -0.92], [-1.29, -0.19, -1.83], [-2.09, -1.31, -1.91], [-3.19, -1.45, -1.09], [-3.49, -0.45, -0.18], [-2.68, 0.68, -0.11], [-3.01, 1.62, 0.82], [3.82, 2.02, -0.13], [2.68, 2.87, 0.95], [2.35, 2.74, -0.78], [3.84, -1.73, -0.99], [2.09, -3.23, -0.31], [0.09, -4.29, 0.66], [-1.59, -2.97, 1.85], [-1.35, -0.54, 2.10], [-0.75, 1.51, 1.98], [0.63, 2.61, 2.01], [-1.43, 3.22, 0.48], [0.20, 3.46, -0.17], [-0.43, -0.08, -2.47], [-1.85, -2.09, -2.62], [-3.82, -2.32, -1.14], [-4.34, -0.51, 0.48]]}


# 3
{"formula": "C18H16IN4O2PdS", "method": "ωB97M-V with the def2-TZVPD basis set", "homo_ha": [-0.6397, -0.6552], "total_charge": 3, "spin_multiplicity": 5, "mol_weight_g_mol": 585.74, "energy_ev": -51366.4595, "species": ["Pd", "C", "C", "N", "C", "C", "C", "O", "C", "C", "N", "C", "C", "C", "C", "C", "C", "I", "C", "O", "H", "H", "H", "H", "H", "H", "H", "H", "H", "H", "H", "H", "S", "C", "N", "C", "C", "C", "N", "H", "H", "H", "H"], "xyz": [[-0.71, 0.15, -1.44], [2.83, -2.96, -2.84], [2.73, -2.71, -1.39], [3.44, -3.45, -0.55], [3.48, -3.13, 0.72], [2.88, -1.98, 1.30], [3.18, -1.80, 2.77], [3.00, -0.49, 3.26], [2.00, -1.23, 0.50], [1.38, -0.06, 1.03], [0.46, 0.68, 0.45], [0.09, 1.84, 1.08], [0.03, 1.99, 2.49], [-0.31, 3.19, 3.04], [-0.59, 4.30, 2.21], [-0.56, 4.19, 0.82], [-0.24, 2.99, 0.25], [-0.05, 2.77, -1.80], [1.85, -1.64, -0.89], [1.05, -1.12, -1.70], [3.27, -3.94, -3.01], [3.50, -2.20, -3.27], [1.87, -2.86, -3.34], [4.04, -3.80, 1.37], [4.19, -2.17, 2.96], [2.50, -2.49, 3.30], [3.80, -0.21, 3.73], [1.78, 0.29, 1.98], [0.22, 1.12, 3.12], [-0.38, 3.30, 4.12], [-0.84, 5.25, 2.67], [-0.77, 5.07, 0.22], [-1.81, -1.29, -2.95], [-3.23, -0.50, -2.43], [-4.46, -0.82, -2.88], [-5.57, -0.15, -2.49], [-5.45, 0.88, -1.60], [-4.16, 1.16, -1.14], [-3.09, 0.50, -1.54], [-4.55, -1.58, -3.55], [-6.51, -0.48, -2.92], [-6.31, 1.44, -1.27], [-4.00, 1.96, -0.41]]}


# 4
{"formula": "C18H16MnN3O3S4", "method": "ωB97M-V with the def2-TZVPD basis set", "homo_ha": [-0.1381, -0.1423], "total_charge": -1, "e_above_lowest_ev": 0.081, "spin_multiplicity": 6, "mol_weight_g_mol": 505.55, "energy_ev": -104203.2303, "species": ["Mn", "O", "C", "S", "C", "C", "S", "S", "S", "C", "O", "C", "O", "N", "N", "H", "H", "H", "H", "H", "H", "N", "C", "C", "C", "C", "C", "C", "C", "C", "C", "C", "C", "C", "C", "H", "H", "H", "H", "H", "H", "H", "H", "H", "H"], "xyz": [[1.36, -0.79, -0.51], [7.96, -0.25, 0.34], [6.82, -0.50, 0.02], [5.80, -1.69, 0.82], [4.32, -1.41, -0.09], [4.38, -0.43, -1.02], [3.08, 0.12, -2.08], [5.92, 0.39, -1.21], [2.95, -2.42, 0.34], [4.17, 3.24, 0.22], [3.46, 2.34, 1.07], [2.31, 1.81, 0.64], [1.92, 0.77, 1.11], [1.58, 2.55, -0.25], [0.55, 1.88, -0.90], [3.74, 4.25, 0.27], [4.19, 2.86, -0.80], [5.18, 3.27, 0.60], [2.05, 3.28, -0.76], [0.76, 1.77, -1.88], [-0.34, 2.33, -0.74], [-0.57, -1.27, -0.66], [-1.73, -1.16, -0.22], [-2.77, -2.26, -0.36], [-3.97, -2.26, 0.33], [-4.87, -3.32, 0.20], [-4.56, -4.38, -0.64], [-3.36, -4.39, -1.33], [-2.47, -3.34, -1.19], [-2.19, 0.12, 0.44], [-1.43, 0.67, 1.47], [-1.74, 1.92, 1.99], [-2.80, 2.65, 1.47], [-3.56, 2.12, 0.43], [-3.26, 0.86, -0.07], [-4.21, -1.44, 1.00], [-5.80, -3.31, 0.76], [-5.26, -5.21, -0.74], [-3.11, -5.23, -1.98], [-1.51, -3.33, -1.70], [-0.57, 0.12, 1.84], [-1.14, 2.33, 2.79], [-3.03, 3.63, 1.86], [-4.38, 2.68, 0.02], [-3.86, 0.44, -0.87]]}


# 5
{"formula": "C18H16N4O3PtS", "method": "ωB97M-V with the def2-TZVPD basis set", "homo_ha": [-0.5407, -0.5700], "total_charge": 2, "e_above_lowest_ev": 0.000, "spin_multiplicity": 5, "mol_weight_g_mol": 563.50, "energy_ev": -45090.4028, "species": ["Pt", "C", "C", "C", "C", "C", "C", "N", "C", "C", "C", "C", "C", "C", "N", "N", "C", "C", "C", "C", "C", "N", "H", "H", "H", "H", "H", "H", "H", "H", "H", "H", "H", "H", "H", "C", "S", "O", "O", "O", "H", "H", "H"], "xyz": [[-0.87, -0.88, 0.39], [-2.39, 2.46, -3.82], [-2.31, 1.08, -3.60], [-2.15, 0.60, -2.32], [-2.06, 1.50, -1.23], [-2.12, 2.91, -1.48], [-2.28, 3.36, -2.76], [-1.87, 1.02, 0.02], [-2.13, 1.71, 1.20], [-3.19, 2.60, 1.38], [-3.33, 3.25, 2.60], [-2.43, 3.04, 3.64], [-1.38, 2.14, 3.49], [-1.25, 1.48, 2.28], [-0.28, 0.51, 1.99], [0.77, 0.37, 2.61], [1.59, -0.63, 2.04], [2.80, -0.93, 2.63], [3.61, -1.89, 2.02], [3.18, -2.48, 0.84], [1.95, -2.13, 0.31], [1.17, -1.22, 0.90], [-2.51, 2.83, -4.83], [-2.40, 0.39, -4.42], [-2.14, -0.46, -2.14], [-1.98, 3.60, -0.66], [-2.30, 4.43, -2.95], [-3.91, 2.76, 0.59], [-4.15, 3.93, 2.74], [-2.56, 3.56, 4.58], [-0.69, 1.94, 4.30], [3.09, -0.42, 3.54], [4.56, -2.15, 2.45], [3.78, -3.22, 0.33], [1.58, -2.57, -0.60], [-4.51, -2.46, 1.30], [-2.87, -2.78, 0.79], [-2.58, -1.89, -0.41], [-1.93, -2.14, 1.82], [-2.66, -4.17, 0.58], [-4.64, -1.39, 1.45], [-4.67, -3.01, 2.22], [-5.16, -2.84, 0.52]]}


# 6
{"formula": "C18H17Cl2FN4OS", "method": "ωB97M-V with the def2-TZVPD basis set", "homo_ha": -0.3264, "total_charge": 0, "e_above_lowest_ev": 0.047, "spin_multiplicity": 1, "mol_weight_g_mol": 427.33, "energy_ev": -65547.0302, "smiles": "Cn1ncc(Cl)c1-c1cc(C(=O)N[C@H](CN)Cc2cccc(F)c2)sc1Cl", "species": ["C", "N", "N", "C", "C", "Cl", "C", "C", "C", "C", "C", "O", "N", "C", "C", "N", "C", "C", "C", "C", "C", "C", "F", "C", "S", "C", "Cl", "H", "H", "H", "H", "H", "H", "H", "H", "H", "H", "H", "H", "H", "H", "H", "H", "H"], "xyz": [[-1.09, -3.94, 4.29], [-0.66, -4.09, 2.89], [-0.92, -5.24, 2.17], [-0.42, -5.05, 0.97], [0.12, -3.68, 0.88], [0.92, -2.98, -0.55], [-0.04, -3.13, 2.13], [0.41, -1.78, 2.46], [0.16, -0.57, 1.63], [0.75, 0.57, 2.14], [0.75, 1.87, 1.48], [1.54, 2.78, 1.77], [-0.09, 2.05, 0.44], [-0.16, 3.27, -0.37], [-1.61, 3.32, -0.94], [-2.17, 2.00, -1.32], [1.00, 3.25, -1.40], [0.91, 2.06, -2.37], [1.48, 0.84, -2.05], [1.30, -0.22, -2.90], [0.54, -0.08, -4.08], [0.02, 1.13, -4.45], [-0.68, 1.33, -5.59], [0.17, 2.22, -3.57], [1.62, 0.21, 3.63], [1.17, -1.49, 3.56], [1.74, -2.66, 4.78], [-1.26, -2.87, 4.52], [-0.38, -4.40, 4.98], [-2.06, -4.39, 4.42], [-0.47, -5.80, 0.19], [-0.36, -0.63, 0.67], [-0.76, 1.32, 0.27], [0.01, 4.14, 0.28], [-2.26, 3.80, -0.18], [-1.56, 3.98, -1.81], [-3.12, 2.13, -1.66], [-1.57, 1.55, -2.01], [1.98, 3.24, -0.83], [0.98, 4.21, -1.95], [2.07, 0.71, -1.16], [1.77, -1.18, -2.74], [0.48, -0.94, -4.76], [-0.27, 3.17, -3.83]]}